Record 1
ORCA calculation (the ωB97M-V functional and the def2-TZVPD basis) on 8 unconnected molecules or ions with the total composition C2H15O13S.

As for the gap between HOMO and LUMO: 0.13884 Ha. The total charge is -3. The calculation puts the molecular weight at 279.20 g mol⁻¹. As for the HOMO energy: 3.072 eV. The energy above the lowest of the compared OMol25 structures with the same formula, charge and spin comes out at 0.0 kcal/mol.

Geometry as XYZ:
```
31
Properties=species:S:1:pos:R:3:forces:R:3
S -11.2343 -4.7091 22.6720 -0.60 0.28 -0.58
O -12.5290 -5.2451 23.1474 0.11 0.09 0.26
O -11.1026 -4.9559 21.2112 0.34 0.04 -0.02
O -11.2006 -3.2294 22.9170 0.46 0.01 0.27
O -10.0980 -5.3947 23.3951 -0.25 -0.03 0.24
O -11.3543 -9.2941 21.7355 -0.95 0.37 0.07
C -12.5093 -8.9612 20.9786 -0.90 0.07 -1.06
O -13.4943 -8.6312 21.6252 0.03 -0.40 0.31
O -12.4363 -9.0811 19.7190 1.18 -0.46 0.20
H -11.6315 -8.8684 22.5906 0.77 0.07 0.01
C -8.7724 -11.0967 20.0095 -0.58 -0.61 0.12
O -9.2701 -10.9398 21.3186 0.36 -0.26 0.12
H -9.6280 -11.2848 19.3591 0.25 0.68 -0.53
H -8.1328 -10.2575 19.7234 -0.27 0.11 -0.40
H -8.1737 -12.0120 19.8782 0.16 0.05 0.67
H -10.0423 -10.3191 21.2936 0.11 -0.11 0.23
O -8.4537 -8.0774 22.3408 0.68 -0.02 0.18
H -8.4683 -8.4123 21.4409 -0.31 0.03 -0.03
H -8.6728 -8.8460 22.8745 -0.21 -0.05 -0.12
O -10.5192 -9.3999 17.9000 0.25 0.04 -0.28
H -11.0437 -9.2199 18.7274 -0.61 -0.06 0.31
H -10.0440 -8.5779 17.7501 -0.07 0.07 0.05
O -13.0966 -8.9273 16.4276 -0.11 -0.22 -0.22
H -12.4974 -9.2044 17.1435 -0.05 0.26 0.17
H -12.5930 -9.1193 15.6335 0.12 0.01 0.03
O -11.5910 -7.7007 24.2230 0.52 -0.63 -0.08
H -10.8749 -7.0755 23.9263 -0.49 0.58 -0.04
H -11.1708 -8.3244 24.8244 0.12 0.06 0.01
O -13.4311 -10.5770 24.0477 -0.03 -0.31 0.39
H -13.7264 -11.4467 24.3280 0.06 -0.09 -0.14
H -13.0787 -10.6882 23.1554 -0.08 0.44 -0.15
```
Positions in Å, forces in eV/Å.

---

Record 2
ORCA calculation (the ωB97M-V functional and the def2-TZVPD basis) on a molecular structure, C33H51LiNO2P.

As for the gap between HOMO and LUMO (spin up / spin down): 0.14307 / 0.21880 Ha. The total charge is -1. The calculation puts the molecular weight at 531.69 g mol⁻¹. As for the multiplicity: 2. As for the HOMO energy (spin up / spin down): -1.363 / -3.424 eV. As for the expectation value of S²: 0.76. The energy above the lowest of the compared OMol25 structures with the same formula, charge and spin comes out at 2.0 kcal/mol.

Geometry as XYZ:
```
89
Properties=species:S:1:pos:R:3:forces:R:3
Li 0.5505 0.3476 0.5642 0.23 0.44 0.14
C 2.5260 1.4862 -0.1321 0.13 -0.15 -0.12
C 1.9729 2.7748 0.0299 -0.23 -0.04 -0.09
C 1.6988 2.9641 1.3968 -0.02 0.01 0.02
C 2.0778 1.7987 2.0936 -0.04 -0.03 -0.01
C 2.5889 0.8768 1.1532 0.32 0.04 0.00
C 3.2087 -0.4654 1.4458 -0.09 0.14 -0.07
C 1.9415 1.5930 3.5771 -0.06 0.05 -0.16
C 1.1879 4.2468 1.9932 0.16 -0.06 -0.11
C 1.7173 3.7934 -1.0472 0.03 -0.10 0.17
C 3.1832 0.9605 -1.3830 -0.11 0.07 0.12
H 2.5844 -1.3036 1.1100 0.04 -0.06 0.04
H 3.3665 -0.5951 2.5175 0.00 -0.04 0.01
H 4.1849 -0.5701 0.9580 -0.01 -0.04 0.00
H 0.9060 1.3969 3.8768 0.01 -0.01 0.04
H 2.2860 2.4725 4.1296 0.00 -0.02 0.03
H 2.5333 0.7412 3.9147 -0.01 0.00 0.05
H 0.7850 4.0986 2.9978 -0.02 0.02 0.00
H 0.3996 4.6873 1.3732 0.02 0.03 0.07
H 1.9837 4.9992 2.0715 -0.03 0.02 0.03
H 0.6483 3.8959 -1.2778 0.00 0.03 -0.04
H 2.2253 3.5253 -1.9761 -0.01 0.03 -0.03
H 2.0735 4.7838 -0.7454 -0.01 0.03 -0.07
H 4.0971 0.4093 -1.1395 -0.01 -0.04 -0.03
H 3.4727 1.7846 -2.0400 0.02 -0.01 -0.03
H 2.5505 0.2921 -1.9732 0.05 0.02 -0.04
C 1.3743 -4.1315 -0.7349 -0.04 0.04 0.00
C 1.2581 -3.1805 -1.9306 -0.01 0.23 0.08
C 0.9939 -3.9903 -3.1997 -0.04 0.05 0.05
C 2.5932 -2.4450 -2.1087 -0.06 -0.01 0.05
P 0.0507 -1.7988 -1.4159 -0.18 -0.45 -0.15
C -0.2106 -0.8356 -2.9595 0.00 0.18 -0.27
C -0.0186 0.5470 -2.8397 -0.02 -0.27 0.17
C -0.1658 1.3997 -3.9194 -0.05 0.16 -0.29
C -0.5182 0.8932 -5.1639 0.04 -0.06 0.20
C -0.7304 -0.4715 -5.3007 -0.04 0.02 -0.19
C -0.5803 -1.3237 -4.2183 -0.02 0.01 0.18
C -1.6681 -2.5471 -1.0770 0.10 0.16 0.10
C -1.6165 -3.1819 0.3204 0.13 0.02 0.05
C -2.2380 -3.5539 -2.0727 0.09 0.08 0.00
C -2.5916 -1.3209 -0.9972 0.17 0.09 -0.01
H 2.2817 -4.7360 -0.8259 0.02 0.01 -0.04
H 0.5233 -4.8127 -0.6870 0.05 0.01 0.02
H 1.4257 -3.5777 0.2060 0.01 -0.06 0.02
H 1.7664 -4.7615 -3.2896 0.02 0.00 0.00
H 1.0519 -3.3638 -4.0895 0.03 -0.05 0.00
H 0.0282 -4.4925 -3.1825 0.01 0.00 -0.05
H 3.3966 -3.1595 -2.3155 -0.04 -0.05 -0.01
H 2.8551 -1.8859 -1.2098 0.05 -0.01 -0.02
H 2.5412 -1.7413 -2.9429 0.04 -0.01 0.02
H 0.2574 0.9575 -1.8739 0.07 0.08 -0.02
H 0.0031 2.4629 -3.7972 0.01 -0.02 0.06
H -0.6247 1.5522 -6.0158 -0.01 0.01 -0.01
H -1.0170 -0.8775 -6.2641 0.00 -0.01 0.01
H -0.7662 -2.3780 -4.3605 0.01 0.01 0.00
H -1.1441 -4.1652 0.3071 -0.07 0.02 0.00
H -2.6309 -3.3013 0.7124 -0.02 -0.01 -0.04
H -1.0642 -2.5300 1.0000 -0.08 -0.03 0.04
H -1.6744 -4.4873 -2.0622 -0.03 -0.01 -0.03
H -2.2652 -3.1625 -3.0902 -0.02 -0.02 -0.02
H -3.2674 -3.7899 -1.7842 0.00 -0.01 0.02
H -2.2104 -0.6094 -0.2577 -0.07 0.00 0.00
H -3.5941 -1.6316 -0.6894 0.01 -0.05 0.03
H -2.6725 -0.8168 -1.9623 -0.04 0.01 -0.02
O -0.4458 -0.5575 1.6250 -0.28 -0.34 0.30
N -0.8571 -0.8527 2.8668 0.02 0.12 0.11
C 0.0081 -1.4397 3.7693 0.18 -0.11 0.02
C -0.4037 -1.7555 5.0279 -0.10 0.03 -0.05
C -1.7338 -1.5022 5.4454 -0.04 0.01 0.16
C -2.6053 -0.9272 4.4885 0.10 -0.06 0.00
C -2.1671 -0.6210 3.2353 -0.20 0.02 -0.07
H 1.0082 -1.6049 3.3955 -0.02 0.04 -0.02
H 0.3068 -2.2038 5.7114 0.06 0.00 -0.06
H -2.0652 -1.7294 6.4486 0.00 -0.01 -0.03
H -3.6395 -0.7284 4.7424 -0.01 0.04 -0.08
H -2.7813 -0.1864 2.4600 0.03 -0.01 -0.02
C -2.3138 4.1060 1.8430 0.01 -0.03 -0.10
C -2.4811 4.2413 0.3261 0.01 -0.06 0.04
C -2.8216 2.8079 -0.0624 0.03 0.12 0.05
O -2.0111 2.0008 0.7688 -0.03 -0.14 -0.19
C -1.7596 2.6829 2.0035 -0.02 0.03 0.12
H -3.2839 4.2006 2.3355 0.00 0.01 0.01
H -1.6385 4.8503 2.2623 -0.06 0.01 0.03
H -1.5357 4.5324 -0.1372 -0.01 0.00 -0.01
H -3.2539 4.9547 0.0382 0.02 0.02 -0.01
H -2.5897 2.5648 -1.1007 -0.02 -0.02 0.00
H -3.8882 2.6036 0.1186 0.02 -0.01 -0.02
H -0.6829 2.6668 2.1675 -0.07 -0.06 0.00
H -2.2463 2.1509 2.8243 0.01 -0.05 -0.03
```
Positions in Å, forces in eV/Å.

---

Record 3
ORCA calculation (the ωB97M-V functional and the def2-TZVPD basis) on a single C3H9NP2 molecule.

As for the gap between HOMO and LUMO: 0.35042 Ha. The calculation puts the molecular weight at 121.06 g mol⁻¹. As for the HOMO energy: -8.741 eV. As for the SMILES: [H]/N=C/[PH]#[PH]CC. The energy above the lowest of the compared OMol25 structures with the same formula, charge and spin comes out at 49.5 kcal/mol.

Geometry as XYZ:
```
15
Properties=species:S:1:pos:R:3:forces:R:3
H -1.6777 -2.7241 0.9735 0.06 0.74 0.70
N -1.0884 -1.8758 0.9597 -0.02 1.70 -0.85
C -1.7130 -0.7749 1.1954 2.43 -0.37 -0.42
P -1.4468 1.2280 1.1994 -0.80 -2.20 -0.45
P -0.3345 1.6373 -0.6318 0.74 -0.66 -0.35
C 0.7368 0.0214 -0.4253 0.78 3.20 0.42
C 2.0705 0.0044 -1.1931 0.94 1.53 0.75
H -2.6328 -0.8443 1.6320 -3.03 -0.07 0.92
H -2.6952 1.2732 0.4789 0.23 0.05 0.65
H 0.4127 2.6525 0.0022 0.46 -0.08 0.01
H 1.0169 0.0313 0.6661 -0.72 -0.82 -1.09
H -0.0615 -0.6239 -0.7576 0.60 -0.94 0.28
H 2.0650 0.1083 -2.2676 -0.60 0.02 -0.38
H 2.8334 0.8333 -0.8510 -1.63 -1.54 -0.28
H 2.5145 -0.9467 -0.9808 0.57 -0.57 0.10
```
Positions in Å, forces in eV/Å.

---

Record 4
ORCA calculation (the ωB97M-V functional and the def2-TZVPD basis) on a molecular structure, C22H36I2N3O8.

As for the gap between HOMO and LUMO: 0.31258 Ha. The total charge is +1. The calculation puts the molecular weight at 724.35 g mol⁻¹. As for the HOMO energy: -11.291 eV.

Geometry as XYZ:
```
71
Properties=species:S:1:pos:R:3:forces:R:3
C -0.5907 -0.1886 -0.7834 -0.22 -0.08 -0.09
C -1.0478 0.8431 -1.8287 0.23 0.21 -0.03
I 0.7088 1.2801 -2.9906 0.13 -0.24 -0.23
C -1.6466 2.0935 -1.1692 -0.21 -0.41 0.10
I -1.5306 3.8747 -2.3131 -0.04 0.55 -0.04
C -3.1302 1.9560 -0.7064 0.04 0.15 0.60
C -4.3146 2.3593 -1.6339 -0.21 0.02 0.01
N -5.1344 1.1376 -1.8175 1.15 -0.22 -0.21
C -4.6279 0.1989 -0.9744 0.10 -0.22 0.23
N -5.1335 -1.0240 -0.7854 -0.18 0.10 -0.11
N -3.5422 0.5863 -0.2855 -0.58 0.06 -0.85
H -0.6729 -1.1915 -1.1915 0.05 -0.12 -0.07
H -1.1689 -0.1509 0.1434 0.09 0.04 0.04
H 0.4465 -0.0354 -0.4963 -0.15 0.05 0.11
H -1.7308 0.4295 -2.5711 -0.06 -0.06 0.10
H -1.0441 2.3127 -0.2894 -0.03 0.04 0.00
H -3.2304 2.5796 0.1806 0.11 0.14 -0.12
H -4.8999 3.0967 -1.0891 -0.09 -0.04 -0.05
H -4.0731 2.8051 -2.5924 0.26 -0.19 -0.02
H -5.1011 0.7832 -2.7717 -0.84 0.13 -0.04
H -5.3403 -1.6625 -1.5372 -0.35 0.20 -0.05
H -5.2044 -1.3781 0.1537 0.65 -0.27 -0.07
H -2.8801 -0.1814 -0.3193 0.12 0.07 0.76
O 1.9497 -2.6626 1.1599 0.13 0.10 0.13
C 2.5622 -1.6805 0.8512 0.02 0.16 0.01
O 2.1120 -0.4404 1.1849 0.08 -0.08 0.15
C 2.9466 0.5691 0.5811 -0.06 -0.05 -0.01
C 4.2802 -0.1157 0.3125 -0.08 -0.12 0.04
C 3.8408 -1.5555 0.0499 -0.04 0.14 0.20
H 2.4312 0.8642 -0.3326 0.20 0.24 -0.16
H 3.0095 1.4160 1.2597 -0.06 -0.03 0.03
H 4.8301 0.3377 -0.5094 -0.05 0.01 -0.03
H 4.9084 -0.0749 1.2031 0.01 -0.01 -0.01
H 3.5897 -1.7160 -1.0024 0.00 -0.07 0.00
H 4.5698 -2.2974 0.3600 -0.06 -0.07 -0.09
O -2.9714 -3.1097 -1.2100 0.10 0.27 0.11
C -1.8599 -3.5826 -1.2386 -0.10 -0.23 0.04
O -1.2689 -3.9045 -2.3962 0.03 0.06 -0.06
C 0.0061 -4.5485 -2.1514 0.06 -0.08 0.10
C 0.4138 -4.0949 -0.7538 -0.20 0.00 -0.27
C -0.9456 -3.9252 -0.0782 0.11 0.14 -0.15
H -0.1482 -5.6264 -2.2147 -0.03 -0.01 0.00
H 0.6906 -4.2431 -2.9376 -0.05 0.05 -0.03
H 1.0794 -4.7924 -0.2544 -0.02 0.01 0.01
H 0.9227 -3.1331 -0.8062 -0.06 -0.13 -0.04
H -1.3074 -4.8531 0.3695 -0.02 0.01 0.03
H -0.9716 -3.1407 0.6747 -0.01 -0.06 0.07
O 6.6352 -2.9374 0.2308 0.14 -0.04 -0.04
C 7.5989 -2.2259 0.2446 -0.04 0.06 -0.03
O 7.7077 -1.1941 1.1135 -0.02 0.03 -0.01
C 8.9097 -0.4428 0.8554 0.07 0.03 -0.03
C 9.8294 -1.4076 0.1141 -0.04 -0.06 0.02
C 8.8254 -2.2721 -0.6447 0.10 -0.01 0.20
H 8.6447 0.4251 0.2476 0.01 -0.01 -0.02
H 9.3027 -0.0990 1.8083 -0.03 -0.03 0.03
H 10.5544 -0.8995 -0.5170 -0.04 0.03 -0.03
H 10.3749 -2.0214 0.8312 0.02 0.02 0.01
H 8.5551 -1.8464 -1.6132 0.00 -0.02 -0.01
H 9.1415 -3.3014 -0.7894 -0.05 -0.01 -0.09
O -4.5139 4.4609 0.9002 -0.08 -0.30 -0.03
C -5.3423 4.5686 1.7663 0.11 0.20 0.09
O -6.0004 5.7191 1.9695 -0.01 0.02 -0.03
C -6.8526 5.6232 3.1287 -0.05 -0.04 0.09
C -7.0972 4.1288 3.3135 0.03 -0.01 -0.07
C -5.7923 3.5368 2.7849 -0.17 0.05 -0.08
H -6.3239 6.0662 3.9741 0.01 -0.01 0.00
H -7.7521 6.1997 2.9338 0.01 0.01 -0.06
H -7.3292 3.8623 4.3414 0.05 0.02 0.02
H -7.9288 3.8101 2.6842 -0.02 0.01 0.01
H -5.0226 3.4695 3.5564 0.02 -0.02 -0.01
H -5.9050 2.5635 2.3130 0.09 -0.03 0.03
```
Positions in Å, forces in eV/Å.

---

no.,DFT total energy (eV)
1,-39767.2640
2,-50127.3019
3,-23321.9365
4,-60444.8826